No. 1
DFT (wB97M-V/def2-TZVPD) results for one molecule with the formula C21H21N3O2.

```
47
Properties=species:S:1:pos:R:3:forces:R:3
C 1.73519 1.05158 -4.76264 -1.66 0.11 -1.09
C 1.31051 0.76673 -3.31399 1.24 -0.06 -0.46
C 1.68802 -0.72687 -3.01747 -0.57 3.49 2.43
C 1.99895 1.76537 -2.37179 -0.82 -1.33 0.77
C 0.81937 2.38912 -1.61524 1.07 3.65 0.10
C 0.83440 2.28480 -0.16003 1.72 0.85 3.80
C 1.33994 3.24349 0.76391 -2.39 -3.14 0.29
N 1.01331 2.83628 2.09248 0.41 -0.58 0.01
C 0.42573 1.55024 2.03628 1.36 0.95 -0.71
C 0.00457 0.65588 3.04201 1.57 2.65 -0.77
C 0.12346 1.12701 4.40408 -0.02 2.33 2.54
N 0.09585 0.23568 5.47122 -0.74 -1.31 -1.76
O 0.24087 2.36344 4.65457 0.30 -2.63 -0.48
C -0.53899 -0.52846 2.68067 -1.15 0.68 2.72
C -0.81381 -0.84001 1.41173 -1.10 -0.21 -2.78
C -1.76558 -1.98234 1.13873 3.76 -0.12 -1.11
C -2.73020 -2.35958 2.01985 -1.09 -3.61 -1.90
C -3.33539 -3.66679 1.82442 2.14 1.99 0.26
C -2.78367 -4.59577 0.94195 -0.78 3.11 0.52
C -1.85386 -4.16326 0.01373 0.66 1.43 0.46
C -1.26841 -2.85886 0.12542 -0.67 -1.45 -0.70
C -0.29523 -0.01091 0.38154 -0.38 -1.65 0.57
C 0.38665 1.13944 0.65775 -0.35 2.36 0.94
N -0.37284 1.83191 -2.09565 -2.00 1.49 -0.07
C -0.21210 1.03111 -3.11635 3.03 -2.99 0.15
O -1.00224 0.25544 -3.54569 -2.52 -0.82 -1.85
H 1.33216 0.25570 -5.44344 0.40 0.70 0.50
H 1.25132 1.99470 -5.05510 -0.10 -0.16 -0.18
H 2.77508 1.25193 -5.01509 0.32 -0.54 0.66
H 2.62426 -0.78021 -3.44514 2.35 -0.83 -0.23
H 1.05322 -1.32748 -3.49017 -2.64 -2.42 -2.56
H 1.55145 -1.04657 -1.97920 0.76 0.47 0.15
H 2.66131 1.27542 -1.65498 -0.05 -0.09 -0.09
H 2.58058 2.51009 -2.86441 0.26 0.57 -0.53
H 0.82100 3.49586 -1.88956 0.11 -0.96 0.55
H 1.81023 4.17339 0.58440 0.22 0.75 -0.12
H 1.25904 3.29921 3.02158 -0.65 -0.97 -1.98
H -0.21194 -0.77095 5.32852 1.13 2.08 0.48
H 0.59413 0.54366 6.28581 -0.33 -0.16 0.30
H -1.06136 -0.90503 3.54895 -0.07 -1.33 -0.34
H -3.01826 -1.84044 2.87537 -0.50 1.24 0.98
H -4.13459 -3.80336 2.49079 -0.97 -1.04 0.68
H -3.15099 -5.55597 0.85738 -0.88 -1.86 -0.04
H -1.71201 -4.93298 -0.72188 1.12 0.29 -0.61
H -0.37240 -2.56292 -0.52428 -1.66 -0.41 1.00
H -0.40052 -0.31544 -0.62857 -0.47 -0.20 -0.81
H -1.29622 2.24672 -1.94248 0.65 -0.33 0.30
```
Forces are in eV/Å.

Results
SMILES   CC1(C)C[C@H](c2c[nH]c3c(C(N)=O)cc(-c4ccccc4)cc23)NC1=O
HOMO energy   -7.96 eV

No. 2
DFT (wB97M-V/def2-TZVPD) results for one molecule with the formula C21H21N3O4.

```
49
Properties=species:S:1:pos:R:3:forces:R:3
N -1.01029 -2.95215 1.15797 -0.11 -0.22 0.32
C -0.42625 -2.32571 0.11139 -0.83 -0.34 0.37
N -0.98947 -1.67077 -0.83530 0.73 0.99 -0.66
O -2.38424 -1.47892 -0.93924 -0.06 -0.75 -0.23
C -3.20118 -1.11517 0.03434 -0.66 0.05 0.54
O -2.94843 -1.07599 1.21920 0.15 0.14 -0.12
C -4.54278 -0.71170 -0.53850 0.11 0.06 -0.07
C -4.51259 0.73727 -1.05402 -0.07 0.05 0.16
C -3.85375 1.69777 -0.05704 0.06 0.06 -0.19
C -2.34152 1.81869 -0.28624 -0.05 0.00 0.28
C -1.56663 1.98607 1.02117 -0.23 0.02 -0.16
N -0.14160 1.98992 0.76673 -0.34 0.08 0.11
C 0.70089 0.93783 1.08865 0.00 -0.13 0.16
O 0.37987 -0.05213 1.69687 0.03 0.04 0.07
C 2.03275 1.31992 0.55708 0.37 0.48 -0.33
C 3.24005 0.65537 0.58519 -0.17 0.02 0.04
C 4.33324 1.27548 -0.01202 -0.02 -0.09 0.06
C 4.21565 2.52196 -0.60621 -0.02 0.10 -0.04
C 2.99829 3.19591 -0.62687 -0.18 -0.01 0.05
C 1.91456 2.57700 -0.04087 0.45 -0.46 0.09
C 0.50419 3.01728 0.09448 -0.03 0.09 0.01
O -0.01509 4.04080 -0.27277 0.01 0.04 -0.03
C 1.03528 -2.48893 -0.07287 0.44 -0.03 -0.08
C 1.88027 -2.72023 1.00825 -0.11 -0.01 -0.06
C 3.23894 -2.89560 0.80876 0.07 -0.11 0.05
C 3.77261 -2.83201 -0.46718 0.04 0.01 0.01
C 2.94035 -2.57949 -1.54582 0.08 0.00 -0.02
C 1.58264 -2.41245 -1.35178 -0.11 -0.02 0.08
H -0.39913 -3.32597 1.86484 -0.02 -0.01 -0.13
H -1.87138 -2.54223 1.50784 0.20 0.04 -0.09
H -4.80724 -1.38624 -1.35240 -0.04 -0.04 0.04
H -5.27528 -0.79914 0.26504 0.09 -0.04 -0.03
H -5.54344 1.04284 -1.24225 0.02 -0.05 -0.08
H -3.97563 0.77332 -2.00290 -0.04 0.02 -0.07
H -4.30930 2.68529 -0.14140 -0.03 0.00 0.07
H -4.04251 1.33697 0.95587 -0.06 0.04 0.08
H -1.95953 0.92911 -0.78823 0.06 -0.03 -0.03
H -2.13079 2.67026 -0.93541 0.02 -0.07 -0.04
H -1.83895 2.92532 1.51060 0.02 -0.08 0.02
H -1.76847 1.14601 1.69097 0.02 0.14 -0.04
H 3.32693 -0.31405 1.04865 0.00 -0.08 0.03
H 5.29020 0.77537 -0.01086 0.09 -0.04 -0.01
H 5.08255 2.97844 -1.06029 0.07 0.03 -0.03
H 2.89811 4.16760 -1.08480 -0.01 0.10 -0.05
H 1.49715 -2.72681 2.01807 -0.04 0.02 0.06
H 3.88414 -3.07905 1.65636 0.03 -0.01 0.06
H 4.83279 -2.97273 -0.61874 0.09 -0.01 -0.01
H 3.35226 -2.52024 -2.54239 0.01 0.00 -0.09
H 0.92175 -2.22408 -2.18195 -0.04 0.01 -0.09
```
Forces are in eV/Å.

Results
SMILES   N/C(=N\OC(=O)CCCCCN1C(=O)c2ccccc2C1=O)c1ccccc1
HOMO energy   -8.94 eV

No. 3
DFT (wB97M-V/def2-TZVPD) results for one molecule with the formula C21H21N3O5.

```
50
Properties=species:S:1:pos:R:3:forces:R:3
C -1.11602 -3.24677 -0.79794 0.08 0.00 0.21
C -0.89420 -3.08965 0.70137 -0.24 0.08 -0.09
C -2.17299 -2.67545 1.42877 0.35 -0.50 0.14
N -2.64233 -1.37890 0.97114 -0.57 -0.09 -0.21
N -1.81122 -0.37909 1.19266 0.70 0.97 0.17
C -2.08616 0.82045 0.79668 -0.09 -0.57 0.11
C -1.01927 1.82622 1.09055 0.13 -0.06 0.46
O -0.56045 2.06008 2.17126 -0.03 -0.04 -0.17
O -0.60513 2.41286 -0.05253 -0.18 -0.07 -0.36
C 0.51676 3.27849 0.04876 0.43 0.44 0.29
C 1.86792 2.54072 0.00672 -0.59 0.12 -0.02
O 2.89299 3.13720 0.24326 0.14 0.19 0.06
N 1.75153 1.23784 -0.32865 -0.39 -0.38 -0.14
C 2.73436 0.24035 -0.38723 0.26 -0.28 -0.04
C 2.32886 -1.03962 -0.74801 -0.06 0.14 0.02
C 3.26339 -2.05846 -0.80746 0.06 0.10 0.03
C 4.58822 -1.81331 -0.51382 0.23 0.08 0.06
C 4.99763 -0.52780 -0.15223 -0.28 -0.24 -0.10
O 6.31876 -0.37927 0.11950 -0.15 -0.25 -0.09
C 6.78889 0.89364 0.50052 0.08 0.22 0.06
C 4.06618 0.50210 -0.08999 0.33 0.21 0.11
C -3.30833 1.14994 0.11461 -0.44 -0.35 -0.18
C -3.66213 2.43899 -0.30012 0.02 -0.02 0.02
C -4.86575 2.65132 -0.93280 0.07 0.05 0.05
C -5.74446 1.59375 -1.16472 -0.01 -0.11 0.01
C -5.41586 0.32049 -0.75789 0.03 -0.06 0.04
C -4.20023 0.08561 -0.11337 0.13 0.47 -0.04
C -3.86517 -1.27338 0.32186 0.02 -0.06 0.01
O -4.57011 -2.24862 0.14871 -0.15 0.01 -0.10
H -1.90121 -3.97350 -0.99280 -0.08 -0.07 -0.09
H -1.41323 -2.30140 -1.24909 -0.03 0.08 -0.11
H -0.20397 -3.58489 -1.28373 0.06 -0.01 -0.12
H -0.55568 -4.03651 1.12360 0.04 0.02 0.08
H -0.12413 -2.33946 0.89204 0.05 -0.07 0.07
H -2.98033 -3.38387 1.23358 0.13 0.12 0.10
H -1.98541 -2.61164 2.50334 -0.11 0.02 -0.06
H 0.46033 3.96537 -0.79851 0.02 -0.12 0.09
H 0.47941 3.84546 0.98471 0.07 -0.10 -0.20
H 0.81824 0.90905 -0.54265 0.17 0.17 0.06
H 1.29187 -1.23341 -0.97959 -0.16 -0.03 -0.03
H 2.95188 -3.05402 -1.08513 -0.02 -0.09 -0.03
H 5.32704 -2.59693 -0.55534 0.09 -0.10 -0.01
H 6.62784 1.63368 -0.28904 -0.01 -0.02 0.03
H 6.31066 1.23826 1.42212 0.01 0.00 -0.04
H 7.85750 0.77242 0.67054 -0.08 0.06 0.00
H 4.34681 1.50298 0.18595 0.04 0.04 0.01
H -2.98647 3.26038 -0.11970 0.04 0.09 -0.02
H -5.13487 3.64761 -1.25075 -0.01 0.08 -0.02
H -6.68504 1.77817 -1.66102 -0.08 0.00 -0.04
H -6.07691 -0.51745 -0.91813 -0.06 -0.06 -0.02
```
Forces are in eV/Å.

Results
SMILES   CCCn1nc(C(=O)OCC(=O)Nc2cccc(OC)c2)c2ccccc2c1=O
HOMO energy   -8.34 eV

No. 4
DFT (wB97M-V/def2-TZVPD) results for C21H21N5O2S as an isolated structure.

```
50
Properties=species:S:1:pos:R:3:forces:R:3
O 3.13295 -0.25128 -0.73328 -0.05 -0.19 -0.23
O -3.23640 1.90897 2.86800 0.47 -1.44 -0.20
N 5.33601 1.60844 2.58511 -2.04 -1.35 0.86
N 1.45971 -3.52716 -0.07714 -1.00 2.77 -0.38
S 4.71396 1.37046 1.04834 -0.10 -1.15 0.85
C 2.98911 -0.65521 0.40482 0.51 2.57 -0.92
C -2.55793 2.66352 2.20254 -1.19 0.64 -1.84
C 4.71835 0.76384 3.40677 -0.61 -2.01 0.64
C 1.37052 -2.19635 -0.16773 0.20 -3.14 0.00
C -3.37170 4.64401 3.60031 5.56 -1.25 -3.37
C -2.42817 4.03128 2.69298 -2.95 3.33 3.01
C 3.79622 -0.28946 2.82883 1.08 2.22 -0.26
C 3.71047 -0.01432 1.49705 1.50 0.97 0.30
C -0.30300 -5.56897 -2.65662 0.90 0.04 1.24
C -0.82696 -4.56870 -3.48850 1.41 2.24 1.85
C 0.48189 -5.22656 -1.48993 -3.69 3.25 -4.72
C -0.56401 -3.23963 -3.00768 -0.45 0.38 -1.28
C 0.68557 -3.85678 -1.14947 2.17 -7.54 1.05
C 0.29978 -2.88963 -1.94870 -2.64 1.37 -1.18
N 2.06659 -1.53352 0.79810 -0.19 1.11 0.14
N -2.17843 2.43077 0.86490 -0.54 -3.09 0.41
N 0.65267 -1.73032 -1.23866 -0.13 1.26 -0.50
C -1.62513 3.30039 -0.14381 -1.61 0.58 0.09
C -2.28143 1.02639 0.29638 -0.68 1.01 -1.53
C -1.43159 2.59298 -1.45279 -3.19 -3.96 1.14
C -1.12879 -0.11100 -2.02352 -1.76 1.05 0.59
C 0.16193 0.70665 -0.45080 0.04 0.13 -2.74
C 0.29449 -0.35934 -1.64427 2.53 1.32 1.12
C -1.28485 1.04343 -0.95989 0.07 1.28 1.19
H 4.83199 0.66456 4.53316 0.55 0.87 -1.58
H -4.02189 4.05093 4.15495 -1.43 -0.72 0.55
H -3.09396 5.67022 3.87743 -0.63 -0.47 -0.07
H -1.68333 4.70495 2.32567 0.43 0.18 -0.46
H 3.22833 -1.08488 3.34461 0.63 0.75 -0.07
H -0.54250 -6.62125 -2.88098 0.52 0.51 0.15
H -1.27959 -4.71767 -4.47431 -0.24 -0.03 0.77
H 0.88542 -5.98609 -1.01550 1.90 -3.27 2.78
H -1.10096 -2.40833 -3.42305 0.01 0.17 -0.87
H 2.48197 -2.08056 1.51961 -0.70 -1.08 0.61
H -0.75991 3.73614 0.21900 1.90 1.11 0.51
H -2.37465 4.02564 -0.35172 -0.30 1.39 0.09
H -1.83287 0.42581 1.01755 0.36 -1.48 1.27
H -3.34397 0.63069 0.11479 1.39 0.95 0.06
H -0.63825 2.99497 -1.99627 1.21 0.39 -1.16
H -2.44496 2.58669 -2.00240 1.71 0.33 0.36
H -1.25617 0.36746 -2.96546 0.02 -0.07 -1.15
H -1.81199 -0.95544 -1.97495 -0.04 0.02 0.31
H 0.14650 0.30298 0.52544 0.40 -0.32 1.05
H 0.89784 1.50585 -0.64791 -0.26 -0.31 0.75
H 1.06111 0.11443 -2.36102 -1.07 -1.35 0.78
```
Forces are in eV/Å.

Results
HOMO energy   -8.23 eV

No. 5
DFT (wB97M-V/def2-TZVPD) results for one molecule with the formula C21H21NO3.

```
46
Properties=species:S:1:pos:R:3:forces:R:3
C -4.02752 -2.08834 0.07196 -0.17 -0.03 0.11
C -2.77388 -2.48963 -0.01103 0.04 -0.11 -0.17
C -1.99506 -2.58200 -1.28851 0.04 -0.01 0.10
C -0.67867 -1.85906 -1.17639 0.00 0.13 -0.25
C -0.45042 -0.67101 -1.84003 -0.09 -0.25 0.04
C 0.76263 -0.00800 -1.71593 0.41 0.00 0.00
C 1.76304 -0.51812 -0.91067 0.07 -0.24 -0.08
O 3.00236 0.02937 -0.70337 -0.24 -0.29 0.13
C 3.26986 1.35697 -1.08177 -0.13 0.61 0.22
C 2.83281 2.39173 -0.02714 0.43 -0.43 -0.29
O 1.43718 2.57262 0.01519 -0.27 -0.10 0.00
C 0.64704 1.74219 0.74081 -0.04 -0.06 0.37
C 1.05315 0.89135 1.74103 0.30 0.48 -0.29
C 0.12483 0.09618 2.42667 -0.42 -0.11 0.07
C -1.20592 0.13555 2.12551 0.14 -0.16 0.22
C -1.66470 0.98754 1.10295 0.27 0.32 -0.22
C -3.01877 1.07397 0.72059 -0.04 0.17 -0.14
C -3.37756 1.90285 -0.30633 -0.04 -0.21 0.24
C -2.37256 2.65074 -0.94301 -0.04 0.05 -0.08
N -1.11465 2.61104 -0.60677 0.23 0.31 -0.34
C -0.73910 1.80092 0.39842 -0.22 -0.26 0.37
C 1.53734 -1.72933 -0.22172 0.16 0.09 -0.04
O 2.56684 -2.15484 0.56677 -0.10 0.35 -0.25
C 2.39479 -3.33832 1.30218 -0.04 -0.20 0.11
C 0.32904 -2.38280 -0.36968 0.20 -0.01 0.07
H -4.55624 -2.05524 1.01002 -0.05 0.00 0.22
H -4.58549 -1.78495 -0.79877 -0.07 0.07 -0.24
H -2.23361 -2.78418 0.87897 0.02 -0.03 0.19
H -2.58214 -2.16909 -2.10971 0.00 -0.06 -0.03
H -1.80370 -3.63970 -1.50018 -0.03 0.03 -0.09
H -1.22080 -0.24009 -2.46162 -0.12 0.05 -0.07
H 0.88893 0.92916 -2.23353 0.05 0.12 0.02
H 4.35873 1.40849 -1.17778 -0.12 0.06 -0.03
H 2.81854 1.60704 -2.04689 0.08 -0.02 0.03
H 3.24352 2.11604 0.94895 -0.01 0.07 -0.05
H 3.23643 3.36636 -0.31684 0.02 -0.12 0.06
H 2.09444 0.79398 2.00498 0.10 0.02 -0.06
H 0.48803 -0.55834 3.20586 0.01 -0.07 0.06
H -1.91866 -0.48236 2.65144 -0.06 -0.08 0.08
H -3.75223 0.47776 1.24421 -0.04 -0.03 0.02
H -4.40421 1.98969 -0.62847 -0.08 0.00 -0.02
H -2.61961 3.31296 -1.76383 -0.11 0.05 -0.07
H 2.24302 -4.20398 0.64829 -0.02 0.04 0.03
H 1.55433 -3.26102 2.00080 0.01 -0.01 -0.03
H 3.31812 -3.47284 1.86391 -0.08 -0.03 -0.02
H 0.14820 -3.31295 0.14625 0.03 -0.12 0.10
```
Forces are in eV/Å.

Results
SMILES   C=CCc1ccc(OCCOc2cccc3cccnc23)c(OC)c1
HOMO energy   -7.80 eV

No. 6
DFT (wB97M-V/def2-TZVPD) results for C21H22BBaN14SSe as an isolated structure.

```
61
Properties=species:S:1:pos:R:3:forces:R:3
Ba 0.21660 -0.41080 0.03230 -1.05 0.41 0.36
C 4.71150 -0.13300 0.37190 -0.15 -0.02 -0.02
C 3.57840 -0.44800 -0.37480 0.58 -0.04 0.13
N 2.52080 0.20050 0.09110 1.26 0.54 -0.34
N 2.93710 0.94940 1.12440 0.50 0.17 0.03
C 4.25220 0.75570 1.32350 0.18 -0.24 -0.23
B 2.01950 1.87400 1.95160 0.24 0.32 0.86
N 1.02320 2.64280 1.05450 -0.01 0.46 -0.15
C 0.78580 3.96440 1.09330 -0.24 0.15 -0.20
C -0.20960 4.25710 0.18500 -0.04 -0.10 -0.02
C -0.53860 3.02390 -0.36720 0.10 0.38 0.18
N 0.19920 2.05740 0.16710 -0.01 1.13 -0.17
N 1.20610 1.03120 2.94700 0.19 0.24 0.52
C 1.18740 1.05760 4.28710 -0.23 -0.27 0.75
C 0.21870 0.17850 4.72970 -0.04 -0.08 -0.37
C -0.31060 -0.35780 3.56010 0.10 0.07 0.45
N 0.28890 0.15630 2.49230 -0.24 -0.03 0.15
N 2.92010 2.88800 2.66630 0.07 0.39 -0.41
C 3.78040 3.74980 2.07340 0.74 0.50 0.04
C 4.45290 4.43820 3.06330 -0.12 0.02 -0.39
C 3.92230 3.94350 4.26650 -0.10 0.22 -1.21
N 3.00340 3.05630 3.98440 -0.65 -1.02 1.72
H 5.71120 -0.48730 0.23130 0.20 -0.06 0.02
H 3.49340 -1.09260 -1.23300 0.00 -0.12 -0.10
H 4.79050 1.24660 2.11000 0.01 0.14 0.14
H 1.31470 4.62630 1.74810 0.17 0.03 0.16
H -0.62500 5.21370 -0.04360 -0.09 0.29 -0.03
H -1.25810 2.80750 -1.13790 -0.14 -0.07 -0.14
H 1.85570 1.69400 4.84370 -0.14 -0.10 -0.19
H -0.05890 -0.04140 5.73840 -0.02 -0.02 0.24
H -1.08920 -1.08940 3.45820 -0.16 -0.20 -0.09
H 3.86670 3.81210 1.00770 0.07 0.01 -0.29
H 5.18410 5.21310 2.96460 0.21 0.10 -0.23
H 4.14760 4.22690 5.27370 -0.01 -0.03 0.27
C -5.65060 0.05720 -1.83890 -0.21 0.04 -0.10
C -4.41600 0.03650 -2.63930 0.81 -0.05 1.75
N -4.28570 0.03940 -3.92380 0.29 -0.03 -1.77
N -2.97190 -0.01220 -4.18310 -0.67 0.07 1.06
C -2.23430 -0.05130 -3.05330 -0.11 -0.07 0.11
S -0.57420 -0.16490 -2.94890 -0.10 0.17 -1.01
N -3.16300 -0.01260 -2.04330 -0.89 0.16 -0.88
N -2.89410 0.00330 -0.68400 0.18 0.00 0.40
H -6.51890 0.09490 -2.49030 0.00 0.00 -0.03
H -5.66190 0.92300 -1.17650 -0.02 0.08 -0.01
H -5.71250 -0.83600 -1.21590 -0.03 -0.07 -0.03
H -2.64190 0.00020 -5.14090 0.09 -0.03 -0.06
H -3.45780 -0.70390 -0.21060 0.14 -0.01 -0.24
H -3.13350 0.91100 -0.27720 0.11 -0.05 -0.26
Se 0.83690 -3.66070 -1.04260 0.50 -0.26 -0.48
N -0.35490 -2.73760 -0.13860 -1.59 -1.87 0.18
C -1.02420 -3.57450 0.66000 0.56 -0.23 -0.58
C -2.07440 -3.22900 1.52790 -0.59 0.04 0.41
C -2.67520 -4.22180 2.25470 0.09 0.89 -0.27
C -2.24340 -5.56480 2.17410 0.61 -0.68 -0.38
C -1.21160 -5.93880 1.35610 -0.58 -0.24 0.54
C -0.59390 -4.94650 0.56580 0.46 0.55 -0.46
N 0.39280 -5.14550 -0.30070 -0.09 -1.36 0.41
H -2.38790 -2.19250 1.59300 -0.08 -0.06 0.13
H -3.50040 -3.97730 2.90760 -0.02 0.01 0.08
H -2.74630 -6.30450 2.77740 0.00 -0.08 0.05
H -0.86100 -6.95680 1.29400 -0.02 -0.10 0.00
```
Forces are in eV/Å.

Results
Net charge   +2
⟨S²⟩   0.7711
HOMO energy (alpha / beta)   -12.98 / -12.98 eV
Multiplicity   2